No. 1
{"formula": "C27H87N3O18", "method": "ωB97M-V/def2-TZVPD", "orbital_gap_ev": 8.49, "energy_ev": -70734.9311, "e_above_lowest_kj_mol": 0.00, "e_homo_ev": -8.2445, "total_charge": 0, "molar_mass_g_mol": 741.996, "spin_multiplicity": 1, "lumo_energy_ev": 0.246, "symbols": ["C", "C", "C", "C", "C", "C", "N", "O", "C", "C", "C", "H", "H", "H", "H", "H", "H", "H", "H", "H", "H", "H", "H", "H", "H", "H", "H", "H", "H", "H", "C", "C", "C", "C", "C", "C", "N", "O", "C", "C", "C", "H", "H", "H", "H", "H", "H", "H", "H", "H", "H", "H", "H", "H", "H", "H", "H", "H", "H", "H", "C", "C", "C", "C", "C", "C", "N", "O", "C", "C", "C", "H", "H", "H", "H", "H", "H", "H", "H", "H", "H", "H", "H", "H", "H", "H", "H", "H", "H", "H", "O", "H", "H", "O", "H", "H", "O", "H", "H", "O", "H", "H", "O", "H", "H", "O", "H", "H", "O", "H", "H", "O", "H", "H", "O", "H", "H", "O", "H", "H", "O", "H", "H", "O", "H", "H", "O", "H", "H", "O", "H", "H", "O", "H", "H"], "positions_angstrom": [[13.145, 16.140, 13.372], [12.995, 16.721, 14.772], [11.534, 17.255, 14.852], [11.099, 17.524, 16.239], [11.318, 16.273, 17.042], [12.792, 15.884, 17.099], [13.055, 15.632, 15.712], [14.288, 14.979, 15.566], [13.693, 16.880, 17.896], [12.886, 14.615, 17.881], [13.984, 17.878, 14.904], [12.469, 15.325, 13.248], [14.134, 15.832, 13.137], [12.907, 16.881, 12.604], [11.498, 18.163, 14.247], [10.852, 16.509, 14.359], [10.063, 17.848, 16.296], [11.653, 18.341, 16.678], [10.730, 15.406, 16.721], [10.966, 16.357, 18.139], [14.700, 16.503, 17.851], [13.660, 17.929, 17.673], [13.474, 16.705, 18.967], [12.424, 14.723, 18.894], [12.389, 13.814, 17.324], [13.944, 14.335, 17.815], [13.835, 18.299, 15.906], [13.751, 18.675, 14.166], [15.018, 17.560, 14.811], [14.129, 14.032, 15.675], [16.084, 14.186, 9.467], [14.870, 13.592, 8.612], [13.867, 12.952, 9.577], [13.058, 13.981, 10.348], [12.328, 14.798, 9.234], [13.287, 15.511, 8.302], [14.126, 14.473, 7.702], [15.131, 15.104, 6.939], [12.468, 16.152, 7.128], [13.994, 16.712, 8.991], [15.423, 12.373, 7.746], [16.427, 15.096, 8.997], [16.905, 13.482, 9.442], [15.751, 14.436, 10.456], [13.148, 12.437, 8.915], [14.447, 12.302, 10.207], [13.662, 14.656, 10.981], [12.301, 13.449, 10.941], [11.568, 15.473, 9.641], [11.764, 14.084, 8.630], [12.012, 15.220, 6.715], [11.607, 16.655, 7.645], [13.086, 16.757, 6.450], [13.264, 17.468, 9.287], [14.489, 16.398, 9.939], [14.744, 17.177, 8.392], [16.203, 12.632, 7.039], [14.543, 11.993, 7.197], [15.741, 11.624, 8.444], [14.974, 14.914, 6.020], [9.620, 9.177, 11.949], [10.367, 10.376, 11.264], [9.424, 11.154, 10.331], [8.465, 12.059, 11.115], [9.256, 13.042, 11.937], [10.117, 12.255, 12.945], [10.993, 11.308, 12.187], [11.963, 10.711, 13.052], [11.050, 13.252, 13.575], [9.216, 11.641, 14.091], [11.469, 9.730, 10.390], [9.343, 8.396, 11.201], [8.747, 9.617, 12.417], [10.305, 8.789, 12.664], [10.040, 11.763, 9.626], [8.971, 10.336, 9.795], [7.767, 11.540, 11.797], [7.767, 12.604, 10.446], [8.646, 13.683, 12.549], [9.987, 13.568, 11.291], [11.805, 13.434, 12.830], [10.525, 14.172, 13.860], [11.544, 12.887, 14.476], [8.751, 12.536, 14.635], [8.425, 10.990, 13.724], [9.927, 11.071, 14.750], [10.979, 9.081, 9.685], [12.140, 9.134, 11.048], [12.149, 10.468, 9.977], [11.530, 9.917, 13.476], [14.769, 7.206, 13.751], [15.559, 7.269, 14.302], [14.761, 6.347, 13.294], [15.107, 11.482, 18.201], [14.574, 11.051, 18.896], [15.413, 10.802, 17.609], [15.463, 9.218, 8.850], [15.207, 8.315, 8.915], [15.360, 9.498, 7.943], [16.256, 10.530, 15.393], [16.843, 11.294, 15.345], [16.131, 10.236, 14.483], [12.251, 6.577, 11.812], [11.648, 6.857, 12.565], [12.403, 7.379, 11.332], [12.076, 8.260, 14.403], [11.868, 8.628, 15.271], [12.923, 7.789, 14.490], [14.518, 12.239, 12.896], [14.750, 11.304, 12.703], [13.627, 12.426, 12.554], [15.621, 9.669, 12.849], [15.405, 8.717, 12.768], [16.140, 9.879, 12.062], [11.714, 10.264, 16.125], [12.207, 11.010, 15.719], [11.181, 10.630, 16.848], [18.967, 8.493, 13.648], [19.891, 8.361, 13.483], [18.615, 8.566, 12.743], [16.734, 7.828, 15.577], [16.597, 8.802, 15.656], [17.653, 7.721, 15.308], [16.339, 13.870, 13.623], [16.116, 14.616, 14.172], [15.499, 13.581, 13.191], [13.511, 12.285, 15.875], [14.218, 12.087, 15.210], [13.956, 12.035, 16.712], [18.122, 12.382, 12.253], [17.652, 12.794, 12.990], [18.179, 13.108, 11.641], [17.966, 10.122, 11.193], [17.976, 11.044, 11.580], [17.596, 10.148, 10.274]], "atomic_forces_ev_per_a": [[-0.44, 0.70, -0.28], [-0.99, 0.44, -1.43], [0.23, -0.31, -1.59], [-0.73, -0.13, 0.87], [-0.79, 0.11, 3.18], [-1.17, 1.26, 0.77], [0.64, -0.89, -0.31], [1.63, 0.36, -0.21], [-0.42, -1.19, 0.72], [0.08, -1.19, -0.24], [-0.47, 0.57, 0.84], [-0.32, -0.60, -0.10], [1.02, -0.46, 0.06], [-0.18, 0.21, 0.15], [-0.09, 0.01, -0.11], [0.59, 0.54, 0.49], [-0.29, -0.05, -0.17], [0.37, 0.29, 0.15], [0.18, 0.18, -0.56], [0.46, 0.41, -1.42], [0.68, 0.12, -0.50], [-0.15, 0.33, -0.05], [-0.28, 0.47, -0.40], [0.81, -0.16, -0.78], [-0.32, 0.10, 0.22], [-0.15, -0.16, 1.07], [0.38, 0.25, -0.53], [0.23, -0.61, 0.33], [0.09, -0.05, -0.07], [-0.62, -0.15, -0.09], [-1.28, 0.19, -1.72], [1.09, -1.43, 0.32], [-0.10, 0.76, -0.76], [-0.60, 0.48, -0.94], [-0.15, -0.44, 0.88], [-0.18, 1.94, -0.52], [0.89, -0.19, 0.48], [0.71, 0.88, -0.02], [-1.03, -1.86, 1.61], [0.06, -1.24, 1.63], [-1.51, 1.35, 0.25], [0.21, 0.25, -0.13], [0.11, -0.23, 0.31], [0.08, -0.10, 0.64], [0.27, -0.43, 0.57], [-0.09, -0.64, 0.33], [-0.26, -0.44, -0.12], [0.26, 0.26, 0.02], [0.31, 0.23, 0.06], [-0.06, -0.12, -0.06], [0.30, 1.00, -0.73], [0.91, 0.24, -0.88], [-0.54, -0.22, 0.21], [-0.12, -0.11, -0.19], [-0.22, 0.20, -0.54], [0.44, 0.20, -0.66], [0.18, 0.17, 0.05], [0.41, -0.01, 0.03], [0.39, -0.42, 0.25], [-0.42, -0.33, -0.47], [-0.23, 1.32, -1.39], [0.59, -1.00, -0.42], [0.58, 0.19, 0.71], [-1.24, 0.38, -0.73], [1.36, -1.31, -0.07], [-0.51, -0.50, 0.49], [-0.23, 0.87, 0.39], [-1.27, -0.77, -0.14], [0.09, 0.04, 0.76], [0.99, 0.94, 0.11], [0.52, 0.09, 1.61], [0.19, 0.61, 0.65], [-0.24, -0.61, 0.19], [0.21, -0.76, 0.80], [-0.48, -0.33, 0.45], [-0.72, 0.13, -0.60], [0.44, -0.29, -0.36], [0.49, -0.28, 0.02], [-0.31, 0.63, -0.16], [-0.61, 0.26, 0.27], [0.31, 0.53, -0.05], [0.11, -0.09, -0.21], [0.02, -0.06, -0.07], [0.64, -1.38, -0.49], [0.05, 0.12, 0.20], [-1.01, 0.51, -0.33], [0.15, -0.16, -0.59], [-0.51, 0.26, -0.35], [-0.25, 0.19, -0.51], [0.89, 0.76, -0.24], [-0.61, -0.39, -0.90], [0.57, -0.13, 0.67], [-0.02, 0.48, 0.34], [-0.76, 0.48, 0.74], [0.47, 0.16, -0.58], [0.29, -0.73, -0.39], [0.51, 1.12, 0.52], [-0.33, -1.04, -0.12], [-0.14, -0.09, -0.32], [-0.02, 0.52, 0.83], [0.03, -0.12, -0.02], [-0.22, -0.09, -0.85], [-1.17, -0.42, 1.64], [1.19, -0.38, -1.20], [0.09, 0.64, -0.34], [-0.02, -0.66, -0.15], [0.06, 0.21, 0.09], [-0.05, 0.24, -0.25], [-0.46, -0.01, -0.29], [-0.50, 0.28, 0.18], [0.29, -0.60, 0.18], [-0.22, -0.16, -0.27], [-0.32, 0.32, 0.39], [0.67, -0.05, -0.11], [-0.40, 0.15, 0.39], [-0.06, -0.21, 0.39], [0.31, -0.03, -0.37], [-0.78, -0.09, -0.41], [0.91, -0.09, 0.10], [-0.18, 0.32, 0.34], [-0.26, 0.27, 0.14], [0.35, -0.66, 0.02], [0.06, 0.20, -0.19], [0.01, -0.07, -0.43], [-0.17, 0.43, 0.44], [0.61, -0.22, 0.43], [1.44, -0.16, -0.53], [-0.85, -0.05, 0.19], [-0.21, 0.08, 0.00], [0.36, 0.31, 0.44], [-0.44, 0.10, 0.34], [0.13, 0.43, -0.57], [-0.78, -0.46, -1.23], [0.03, -0.55, -0.38], [0.52, 0.08, 1.24]], "mulliken_charge": [-1.946, 1.446, -0.785, -0.890, -1.063, 1.353, 1.347, -0.497, -1.641, -2.111, -1.590, 0.005, 0.480, 0.484, 0.514, 0.207, 0.431, 0.349, 0.221, 0.413, 0.357, 0.373, 0.454, 0.538, 0.059, 0.460, 0.308, 0.390, 0.316, 0.274, -1.513, 1.516, -1.527, 1.386, -2.199, 1.814, 0.259, -0.515, -1.706, -1.716, -1.182, 0.230, 0.442, 0.235, 0.439, 0.211, -0.427, -0.639, 0.695, 0.316, 0.433, 0.325, 0.393, 0.414, 0.182, 0.441, 0.359, 0.572, -0.208, 0.348, -1.379, 1.271, -1.141, -0.774, -0.935, 1.680, 0.939, 0.365, -0.593, -1.569, -1.134, 0.435, 0.365, 0.085, 0.103, 0.547, 0.348, 0.414, 0.621, -0.044, -1.150, 0.712, -0.299, 0.375, 0.473, 0.175, 0.598, -0.312, -0.126, -0.027, -0.576, 0.343, 0.254, -0.616, 0.292, 0.294, -0.500, 0.257, 0.248, -0.691, 0.334, 0.248, -0.693, 0.337, 0.447, -0.467, 0.218, 0.254, 1.737, -0.229, -0.506, -0.173, 0.108, 0.062, -0.686, 0.326, 0.299, -0.581, 0.269, 0.279, -0.738, 0.382, 0.299, -0.700, 0.216, 0.147, -0.268, -0.070, 0.223, -0.642, 0.330, 0.274, -0.735, 0.529, 0.212]}

No. 2
{"formula": "C4H14N2O2", "method": "ωB97M-V/def2-TZVPD", "orbital_gap_ev": 9.69, "energy_ev": -11449.2527, "e_above_lowest_kj_mol": 138.69, "e_homo_ev": -8.8969, "total_charge": 0, "molar_mass_g_mol": 122.168, "spin_multiplicity": 1, "lumo_energy_ev": 0.789, "symbols": ["C", "N", "C", "C", "N", "C", "O", "H", "H", "H", "H", "H", "H", "H", "H", "H", "H", "H", "H", "O", "H", "H"], "positions_angstrom": [[-2.126, 1.120, -0.982], [-1.020, 0.204, -0.813], [-0.472, 0.218, 0.530], [0.766, -0.628, 0.707], [1.999, 0.158, 0.443], [3.178, -0.626, 0.204], [3.408, -0.974, -1.161], [-1.873, 2.157, -0.758], [-2.927, 0.819, -0.308], [-2.509, 1.009, -1.997], [-0.309, 0.346, -1.519], [-1.242, -0.199, 1.192], [-0.333, 1.233, 0.924], [0.847, -0.881, 1.762], [0.721, -1.527, 0.096], [1.844, 0.870, -0.258], [4.028, -0.060, 0.545], [3.110, -1.576, 0.720], [3.258, -0.215, -1.723], [-4.798, 0.307, 1.205], [-4.695, 0.771, 0.371], [-4.486, -0.590, 1.106]], "atomic_forces_ev_per_a": [[-0.03, -0.41, -0.18], [0.25, -0.27, -0.04], [-0.75, -0.35, 0.37], [0.83, 1.03, 0.15], [-0.57, -0.61, 0.13], [-0.24, 0.65, -0.72], [-0.17, -0.68, -0.07], [-0.03, 0.27, -0.08], [0.11, 0.05, 0.07], [0.00, 0.28, -0.04], [0.03, 0.10, 0.04], [-0.05, -0.04, -0.13], [0.39, 0.15, -0.07], [-0.19, -0.40, 0.02], [-0.15, -0.17, -0.08], [0.17, 0.03, -0.03], [0.53, 0.15, 0.30], [-0.01, -0.03, 0.29], [0.05, 0.30, -0.03], [-0.31, 0.42, 0.53], [0.00, -0.27, -0.11], [0.13, -0.19, -0.34]], "mulliken_charge": [-0.369, -0.322, -0.589, -0.541, -0.350, -0.426, -0.528, 0.341, -0.270, 0.389, 0.238, 0.309, 0.332, 0.313, 0.344, 0.223, 0.325, 0.333, 0.298, -0.650, 0.289, 0.313]}

No. 3
{"formula": "C16H18ClN3O3S2", "method": "ωB97M-V/def2-TZVPD", "orbital_gap_ev": 8.23, "energy_ev": -61691.4549, "e_above_lowest_kj_mol": 0.00, "e_homo_ev": -7.7020, "total_charge": 0, "molar_mass_g_mol": 399.925, "spin_multiplicity": 1, "lumo_energy_ev": 0.523, "symbols": ["O", "C", "O", "C", "S", "C", "C", "O", "N", "C", "C", "C", "N", "C", "N", "C", "C", "C", "C", "Cl", "C", "C", "S", "C", "C", "H", "H", "H", "H", "H", "H", "H", "H", "H", "H", "H", "H", "H", "H", "H", "H", "H", "H"], "positions_angstrom": [[-0.062, -0.780, 1.693], [-0.083, -1.936, 1.368], [-0.674, -2.892, 2.076], [0.504, -2.491, 0.096], [-0.526, -1.952, -1.309], [-2.205, -2.205, -0.634], [-2.658, -1.136, 0.348], [-2.955, -1.460, 1.487], [-2.752, 0.138, -0.078], [-3.235, 1.130, 0.868], [-2.512, 2.467, 0.745], [-0.999, 2.312, 0.816], [-0.460, 1.547, -0.289], [0.819, 1.155, -0.240], [1.423, 0.487, -1.161], [2.713, 0.208, -0.828], [3.608, -0.533, -1.592], [4.886, -0.750, -1.118], [5.274, -0.232, 0.114], [6.885, -0.523, 0.680], [4.410, 0.508, 0.902], [3.133, 0.722, 0.422], [1.823, 1.587, 1.171], [-1.179, 1.427, -1.534], [-2.500, 0.614, -1.414], [-1.218, -2.512, 2.786], [0.528, -3.579, 0.126], [1.491, -2.077, -0.102], [-2.869, -2.252, -1.497], [-2.227, -3.166, -0.119], [-3.084, 0.711, 1.865], [-4.312, 1.279, 0.717], [-2.828, 3.098, 1.577], [-2.797, 2.977, -0.176], [-0.732, 1.786, 1.739], [-0.531, 3.307, 0.843], [3.289, -0.929, -2.543], [5.592, -1.323, -1.699], [4.723, 0.902, 1.855], [-0.501, 0.920, -2.222], [-1.396, 2.427, -1.928], [-3.348, 1.244, -1.706], [-2.457, -0.226, -2.103]], "atomic_forces_ev_per_a": [[-0.02, 0.07, 0.06], [0.34, 0.15, 0.17], [-0.07, -0.65, 0.29], [-0.37, -0.10, -0.29], [-0.21, -0.08, 0.01], [0.50, -0.22, -0.08], [-0.15, -0.41, -0.09], [-0.25, -0.08, 0.20], [-0.16, 0.32, 0.00], [-0.10, 0.10, 0.29], [0.16, -0.31, -0.02], [-0.04, 0.29, 0.20], [-0.28, 0.05, -0.04], [0.66, 0.13, 0.52], [-0.36, -0.06, -0.68], [0.53, 0.23, 0.67], [-0.10, 0.07, 0.09], [0.08, 0.00, 0.07], [-0.16, 0.06, -0.02], [0.24, -0.04, 0.08], [0.05, -0.05, -0.04], [-0.15, -0.12, -0.31], [-0.02, -0.04, -0.38], [-0.06, 0.00, -0.25], [0.12, 0.02, -0.13], [0.11, 0.22, -0.27], [0.11, 0.10, 0.05], [-0.01, 0.01, 0.11], [0.00, -0.03, 0.01], [-0.21, 0.14, -0.01], [-0.08, 0.10, -0.14], [0.05, -0.01, 0.08], [-0.01, 0.04, -0.07], [-0.02, 0.11, 0.00], [-0.06, 0.06, 0.00], [-0.04, -0.05, 0.04], [-0.02, -0.05, -0.14], [0.09, -0.05, -0.03], [0.11, 0.01, 0.10], [-0.14, 0.14, 0.04], [0.01, -0.07, -0.04], [0.05, -0.09, -0.07], [-0.10, 0.10, 0.01]], "mulliken_charge": [-0.403, 0.187, -0.473, -0.281, -0.129, -1.180, 0.889, -0.702, 0.240, -0.748, -0.911, -0.836, 0.456, 0.344, -0.302, -0.991, -0.236, -0.632, 0.405, -0.232, -0.876, 1.070, -0.288, -0.831, -1.152, 0.454, 0.515, 0.115, 0.557, 0.488, 0.490, 0.209, 0.417, 0.359, 0.584, 0.480, 0.475, 0.415, 0.416, 0.492, 0.309, 0.383, 0.452]}